Entry 1:
{
  "formula": "C45H52F5NNbOS",
  "method": "ωB97M-V/def2-TZVPD",
  "elements": ["C", "C", "C", "O", "Nb", "C", "C", "C", "C", "F", "F", "C", "F", "F", "F", "N", "C", "S", "H", "H", "H", "H", "H", "H", "H", "H", "H", "H", "H", "H", "H", "H", "H", "H", "C", "C", "C", "C", "C", "C", "H", "H", "H", "H", "H", "H", "C", "C", "C", "C", "C", "C", "H", "H", "H", "H", "H", "H", "C", "C", "C", "C", "C", "C", "H", "H", "H", "H", "H", "H", "C", "C", "C", "C", "C", "C", "H", "H", "H", "H", "H", "H", "C", "C", "C", "C", "C", "C", "H", "H", "H", "H", "H", "H", "C", "C", "C", "C", "C", "C", "H", "H", "H", "H", "H", "H"],
  "coordinates": [[-2.244, 0.315, 1.254], [-1.351, -0.932, 1.201], [0.124, -0.633, 1.502], [0.527, -1.100, 2.779], [0.217, -0.037, 4.480], [2.412, -0.047, 5.107], [2.861, 0.766, 6.340], [2.636, 0.047, 7.686], [1.599, 0.592, 8.627], [0.343, 0.243, 8.319], [1.853, 0.067, 9.873], [1.636, 2.123, 8.836], [1.008, 2.789, 7.866], [2.907, 2.547, 8.896], [1.038, 2.443, 10.009], [-0.149, -1.752, 5.744], [-1.294, -2.052, 5.851], [-2.793, -2.498, 6.155], [-2.909, 0.244, 2.101], [-1.651, 1.202, 1.435], [-2.836, 0.461, 0.358], [-1.422, -1.428, 0.241], [-1.664, -1.648, 1.947], [0.717, -1.184, 0.767], [0.330, 0.419, 1.350], [-1.593, -0.009, 4.200], [0.462, 1.473, 3.476], [-0.116, 1.142, 5.818], [2.805, -1.058, 5.188], [2.917, 0.399, 4.251], [3.938, 0.903, 6.257], [2.433, 1.757, 6.302], [3.564, 0.066, 8.237], [2.380, -0.983, 7.484], [2.079, -0.024, -2.155], [0.702, 0.144, -2.213], [-0.054, -0.622, -3.087], [0.564, -1.564, -3.898], [1.940, -1.736, -3.838], [2.698, -0.962, -2.969], [2.667, 0.572, -1.470], [0.217, 0.868, -1.571], [-1.127, -0.488, -3.132], [-0.028, -2.166, -4.576], [2.421, -2.474, -4.469], [3.772, -1.093, -2.922], [-6.212, 3.213, 0.404], [-4.901, 3.085, -0.033], [-4.638, 2.583, -1.299], [-5.685, 2.214, -2.132], [-6.996, 2.345, -1.696], [-7.259, 2.842, -0.427], [-6.415, 3.599, 1.394], [-4.084, 3.372, 0.617], [-3.614, 2.475, -1.635], [-5.479, 1.822, -3.120], [-7.813, 2.056, -2.345], [-8.282, 2.937, -0.085], [-0.714, 4.301, 4.851], [-1.496, 4.696, 5.927], [-2.695, 5.362, 5.707], [-3.115, 5.628, 4.411], [-2.334, 5.228, 3.335], [-1.134, 4.566, 3.556], [0.214, 3.772, 5.019], [-1.174, 4.478, 6.936], [-3.304, 5.670, 6.547], [-4.053, 6.142, 4.240], [-2.664, 5.429, 2.323], [-0.527, 4.248, 2.719], [5.884, -3.848, -7.589], [5.456, -2.691, -6.955], [5.064, -2.733, -5.624], [5.105, -3.931, -4.926], [5.535, -5.089, -5.560], [5.922, -5.048, -6.891], [6.187, -3.816, -8.627], [5.428, -1.755, -7.497], [4.726, -1.831, -5.130], [4.802, -3.963, -3.887], [5.567, -6.023, -5.015], [6.253, -5.951, -7.387], [-2.578, -4.144, -2.082], [-1.973, -4.698, -0.963], [-2.704, -5.525, -0.122], [-4.034, -5.803, -0.403], [-4.636, -5.251, -1.525], [-3.909, -4.418, -2.363], [-2.009, -3.493, -2.734], [-0.936, -4.483, -0.743], [-2.237, -5.951, 0.757], [-4.603, -6.447, 0.255], [-5.674, -5.466, -1.743], [-4.380, -3.980, -3.234], [2.485, 2.855, -7.905], [3.520, 2.123, -8.469], [3.835, 0.868, -7.968], [3.111, 0.342, -6.906], [2.074, 1.072, -6.344], [1.764, 2.330, -6.841], [2.241, 3.835, -8.293], [4.082, 2.531, -9.299], [4.646, 0.300, -8.406], [3.353, -0.638, -6.517], [1.509, 0.660, -5.516], [0.958, 2.902, -6.399]],
  "lowdin_charge": [-0.121, -0.236, -0.374, -0.441, 1.416, -0.372, -0.298, -0.095, -0.463, 0.112, 0.083, -0.539, 0.147, 0.160, 0.142, -0.134, -1.052, 0.527, 0.046, 0.049, 0.047, 0.080, 0.094, 0.091, 0.063, -0.096, -0.096, -0.107, 0.031, 0.020, 0.089, 0.071, 0.116, 0.120, -0.084, -0.092, -0.099, -0.108, -0.111, -0.095, 0.106, 0.104, 0.101, 0.101, 0.087, 0.096, -0.091, -0.090, -0.100, -0.102, -0.106, -0.102, 0.102, 0.098, 0.098, 0.096, 0.096, 0.097, -0.101, -0.089, -0.105, -0.114, -0.111, -0.099, 0.077, 0.096, 0.094, 0.092, 0.090, 0.094, -0.094, -0.089, -0.105, -0.092, -0.094, -0.098, 0.100, 0.084, 0.081, 0.104, 0.101, 0.099, -0.097, -0.092, -0.091, -0.098, -0.104, -0.102, 0.088, 0.103, 0.103, 0.099, 0.096, 0.096, -0.101, -0.102, -0.097, -0.082, -0.076, -0.090, 0.098, 0.097, 0.087, 0.073, 0.088, 0.101],
  "homo_lumo_gap_ev": 7.1,
  "charge": -1,
  "spin_multiplicity": 1,
  "energy_ev": -77017.920,
  "e_lumo_ev": 1.98
}

***

Entry 2:
{
  "formula": "C45H52GaN3OSSi",
  "method": "ωB97M-V/def2-TZVPD",
  "elements": ["Ga", "C", "C", "C", "C", "C", "C", "C", "C", "C", "C", "C", "C", "N", "C", "C", "N", "C", "C", "C", "C", "C", "C", "C", "C", "C", "C", "C", "C", "C", "C", "C", "C", "C", "C", "C", "C", "C", "C", "H", "H", "H", "H", "H", "H", "H", "H", "H", "H", "H", "H", "H", "H", "H", "H", "H", "H", "H", "H", "H", "H", "H", "H", "H", "H", "H", "H", "H", "H", "H", "H", "H", "H", "H", "H", "H", "H", "H", "H", "C", "Si", "C", "C", "C", "C", "C", "C", "N", "C", "S", "H", "H", "H", "H", "H", "H", "H", "H", "H", "H", "H", "H", "O", "C"],
  "coordinates": [[-0.117, 1.712, 0.779], [-1.259, 1.694, 4.055], [-0.844, 0.267, 4.403], [-1.651, -0.765, 3.617], [0.656, 0.100, 4.268], [1.360, -0.028, 5.459], [2.726, -0.208, 5.480], [3.417, -0.244, 4.287], [2.765, -0.090, 3.072], [3.605, -0.074, 1.814], [4.209, -1.457, 1.554], [4.703, 0.989, 1.902], [1.365, 0.074, 3.052], [0.717, 0.228, 1.807], [0.865, -0.789, 0.890], [0.834, -0.725, -0.501], [1.111, 0.386, -1.328], [1.397, 0.210, -2.723], [0.439, 0.668, -3.638], [0.725, 0.558, -4.993], [1.918, 0.013, -5.429], [2.845, -0.438, -4.511], [2.606, -0.344, -3.146], [3.669, -0.795, -2.173], [4.853, 0.174, -2.244], [4.113, -2.233, -2.448], [-0.870, 1.288, -3.204], [-2.069, 0.606, -3.860], [-0.868, 2.787, -3.515], [0.680, -2.068, -1.035], [0.473, -2.632, -2.273], [0.324, -4.031, -2.367], [0.372, -4.870, -1.283], [0.565, -4.328, 0.010], [0.630, -5.017, 1.244], [0.785, -4.316, 2.415], [0.877, -2.911, 2.458], [0.837, -2.212, 1.275], [0.695, -2.943, 0.079], [-2.309, 1.856, 4.298], [-1.118, 1.881, 2.988], [-0.656, 2.410, 4.614], [-1.084, 0.120, 5.463], [-1.426, -0.716, 2.557], [-2.715, -0.581, 3.755], [-1.426, -1.771, 3.966], [0.816, -0.003, 6.392], [3.247, -0.315, 6.418], [4.485, -0.388, 4.305], [2.975, 0.196, 0.962], [4.796, -1.786, 2.410], [4.857, -1.431, 0.683], [3.424, -2.191, 1.381], [5.440, 0.735, 2.659], [4.268, 1.955, 2.155], [5.212, 1.080, 0.945], [0.013, 0.916, -5.719], [2.127, -0.051, -6.489], [3.780, -0.851, -4.860], [3.264, -0.764, -1.160], [5.312, 0.155, -3.230], [5.608, -0.093, -1.507], [4.515, 1.190, -2.045], [4.585, -2.326, -3.422], [3.261, -2.909, -2.413], [4.829, -2.554, -1.694], [-0.984, 1.171, -2.118], [-2.062, 0.764, -4.936], [-2.992, 1.022, -3.462], [-2.064, -0.464, -3.665], [-0.870, 2.953, -4.590], [0.018, 3.256, -3.094], [-1.750, 3.259, -3.084], [0.410, -2.043, -3.173], [0.159, -4.450, -3.350], [0.243, -5.936, -1.407], [0.565, -6.094, 1.259], [0.838, -4.857, 3.351], [0.999, -2.419, 3.411], [-6.509, 2.711, 1.610], [-5.454, 2.986, 0.039], [-4.767, 4.752, -0.025], [-6.546, 2.711, -1.507], [-4.154, 1.582, 0.025], [-4.589, 0.294, -0.239], [-3.721, -0.793, -0.207], [-2.400, -0.560, 0.090], [-1.948, 0.666, 0.342], [-2.787, 1.718, 0.321], [-2.007, 3.211, 0.708], [-7.316, 3.435, 1.664], [-5.919, 2.813, 2.516], [-6.958, 1.722, 1.618], [-5.577, 5.465, -0.142], [-4.087, 4.885, -0.860], [-4.224, 5.010, 0.876], [-7.338, 3.452, -1.546], [-7.021, 1.735, -1.504], [-5.971, 2.796, -2.424], [-5.630, 0.125, -0.471], [-4.059, -1.797, -0.405], [-1.670, -1.356, 0.131], [1.530, 2.614, -1.509], [1.071, 1.666, -0.900]],
  "lowdin_charge": [0.621, -0.057, -0.360, -0.046, -0.150, -0.043, -0.071, -0.039, -0.130, -0.359, -0.033, -0.048, -0.175, 0.011, -0.220, -0.135, 0.021, -0.119, -0.126, -0.028, -0.057, -0.028, -0.133, -0.359, -0.045, -0.044, -0.360, -0.053, -0.043, -0.099, 0.002, -0.067, -0.023, -0.161, -0.016, -0.058, 0.005, -0.097, -0.099, 0.086, -0.012, 0.092, 0.127, 0.043, 0.083, 0.080, 0.109, 0.102, 0.109, 0.109, 0.082, 0.067, 0.074, 0.073, 0.087, 0.070, 0.110, 0.105, 0.110, 0.109, 0.078, 0.070, 0.086, 0.073, 0.072, 0.075, 0.105, 0.071, 0.072, 0.078, 0.079, 0.070, 0.077, 0.107, 0.103, 0.109, 0.110, 0.104, 0.109, -0.168, 0.581, -0.210, -0.173, -0.233, -0.068, -0.032, -0.091, -0.010, -0.703, 0.755, 0.025, 0.026, 0.024, 0.030, 0.021, 0.001, 0.027, 0.017, 0.029, 0.102, 0.110, 0.118, 0.015, -0.434],
  "homo_lumo_gap_ev": 6.5,
  "de_lowest_kcal_mol": 23.2,
  "spin_multiplicity": 1,
  "energy_ev": -125119.689,
  "e_lumo_ev": -0.36
}